Formula: C4H8N2O2
Source: OMol25
Level of theory: wB97M-V/def2-TZVPD

ORCA input file:
```
! wB97M-V def2-TZVPD RIJCOSX def2/J DEFGRID3
* xyz 0 1
O 0.41944 0.55152 1.18563
O -1.35690 0.48842 -0.27778
N 2.90858 -1.61796 -0.66295
N 1.47043 0.11460 -1.51976
C 2.01125 -0.83443 -0.94734
C -1.41274 1.90161 -0.32036
C -0.41065 -0.14408 0.66616
C -1.00032 -1.43676 1.14074
H 1.21812 0.94811 -1.00765
H -1.09799 2.38354 0.60923
H -0.38508 -2.27085 0.80647
H 3.85899 -1.47673 -0.96576
H -1.98521 -1.60387 0.71540
H -1.04561 -1.44429 2.22820
H -0.75166 2.24345 -1.12391
H -2.44067 2.19773 -0.52630
*
```

For the electronic energy, the calculation gives -11351.23850 eV. As for the frontier orbital gap: 10.6821 eV.



Formula: C32H27I2N3O2PS3SbTi
Source: OMol25
Level of theory: wB97M-V/def2-TZVPD

ORCA input file:
```
! wB97M-V def2-TZVPD RIJCOSX def2/J DEFGRID3
* xyz 1 2
I -6.62970 1.09970 3.48930
I -1.53680 -2.14640 3.03160
Sb 1.30450 4.11310 -1.32050
Ti -0.04510 0.32790 -0.29380
S 2.46910 4.06940 0.83670
S 0.45460 3.58450 0.94990
S 1.23530 1.83700 -1.92360
P 1.84520 0.09810 1.42840
O -0.87870 0.32800 1.26670
O 0.35450 -0.94400 -2.41680
N -1.63310 1.67730 -0.95450
N -1.63530 -1.03170 -0.82170
N 0.96910 -1.05860 -1.14200
C 2.45220 -2.43180 0.20330
C 5.25940 2.33340 2.00590
C 3.39620 1.04240 1.23020
C 1.14570 -0.83130 5.37880
C 1.64110 -2.16490 -0.93710
C -2.13670 0.44120 1.62730
C 5.17130 1.62270 -0.28620
C -4.26120 1.59490 1.63570
C 5.81850 2.29470 0.73970
C -2.68720 -0.45200 2.55770
C -3.94620 -0.29150 3.08910
C 0.87320 0.40850 5.93100
C 4.39330 -2.96600 2.16340
C -3.77350 -1.19340 -1.85290
C -1.71470 -2.31800 -0.48410
C 4.05810 1.69210 2.26330
C -2.63600 -0.47980 -1.50810
C 1.44650 -0.93960 4.03130
C 0.88580 1.53660 5.12820
C 3.67400 -1.78840 2.19190
C 3.95980 1.00540 -0.04530
C 1.16500 1.42990 3.77760
C -2.98880 1.43570 1.11050
C -2.47370 2.35880 0.04040
C 4.11360 -3.91150 1.18030
C -2.81970 -3.09870 -0.77870
C -3.87390 -2.52170 -1.47180
C -4.72140 0.76770 2.64660
C 3.17600 -3.64320 0.21120
C 1.47620 0.19170 3.21790
C 2.66880 -1.52420 1.26490
C -2.39850 0.93320 -1.95820
H 5.60750 1.58640 -1.27350
H 5.75310 2.87560 2.79710
H 1.14140 2.31540 3.15820
H -1.86480 3.13370 0.52510
H -4.74540 -3.09980 -1.73290
H -1.11050 2.40300 -1.45500
H 6.76060 2.78350 0.55030
H -4.55230 -0.71660 -2.42530
H -3.35420 1.42260 -2.20100
H 3.89750 -1.04580 2.94440
H -1.79480 0.87560 -2.87780
H 5.16930 -3.13810 2.89320
H -4.90060 2.37850 1.26000
H 1.11210 -1.72100 5.98940
H 4.65070 -4.84580 1.16550
H -0.85050 -2.74200 0.01920
H 1.67380 -2.90310 -1.74300
H 3.62880 1.72610 3.25550
H 0.67370 2.50110 5.56270
H -3.32300 2.85150 -0.45490
H 0.64500 0.49410 6.98140
H -2.85320 -4.13540 -0.48170
H 0.97850 -1.25080 -3.10310
H -4.31830 -0.97820 3.83170
H 3.42990 0.50020 -0.84780
H 2.99350 -4.36370 -0.57520
H 1.64530 -1.91380 3.60940
*
```

For the electronic energy, the calculation gives -129833.05408 eV. The expectation value of S² is 0.7807. As for the frontier orbital gap (spin up / spin down): 6.2776 / 6.3273 eV.



Formula: C2H4FNO2
Source: OMol25
Level of theory: wB97M-V/def2-TZVPD

ORCA input file:
```
! wB97M-V def2-TZVPD RIJCOSX def2/J DEFGRID3
* xyz 0 1
F -1.05751 -1.10390 0.82984
O 2.39198 -0.97623 0.32500
O -2.53376 -0.14346 -0.54616
N 1.71422 -0.63967 -0.65738
C -1.50290 -0.04495 0.00717
C -0.48477 1.02075 -0.23796
H 1.86855 -1.53774 1.01658
H -0.86308 1.90112 -0.71709
H 0.37425 0.30942 -0.69365
H 0.09302 1.21467 0.67365
*
```

For the electronic energy, the calculation gives -10436.66314 eV. As for the frontier orbital gap (spin up / spin down): 8.9373 / 8.9921 eV.



Energy above the lowest of the compared OMol25 structures with the same formula, charge and spin (computed, kcal/mol): 66.3; 38.6; 112.4